Molecular formula: C69H78N4O8SSr
Method: DFT, ωB97M-V/def2-TZVPD

Output
Energy above the lowest of the compared OMol25 structures with the same formula, charge and spin ... 33.1 kcal/mol
Net charge ... -2
Gap between HOMO and LUMO ... 6.21 eV

Geometry (Å):
Sr  -2.088  -0.110  -0.420
C  -2.782  3.147  -1.305
O  -1.921  2.261  -0.596
C  -0.968  2.916  0.165
C  0.326  3.085  -0.328
C  0.696  2.558  -1.690
C  1.557  1.309  -1.703
C  2.631  1.270  -2.582
C  3.419  0.137  -2.755
C  3.160  -0.923  -1.885
C  2.098  -0.928  -0.998
C  1.876  -2.153  -0.131
C  1.532  -1.826  1.299
C  2.535  -1.461  2.185
C  2.280  -1.206  3.529
C  0.956  -1.226  3.943
C  -0.080  -1.581  3.085
C  -1.510  -1.534  3.590
C  -1.837  -0.098  3.919
C  -1.705  0.385  5.211
C  -1.910  1.724  5.530
C  -2.252  2.563  4.470
C  -2.395  2.113  3.171
C  -2.656  3.085  2.045
C  -1.314  3.404  1.419
C  -0.372  4.131  2.139
C  0.905  4.368  1.652
C  1.243  3.802  0.425
C  1.914  5.244  2.388
C  2.315  6.412  1.473
C  3.153  4.419  2.761
C  1.344  5.841  3.678
C  -2.192  0.746  2.834
O  -2.338  0.296  1.635
C  -1.747  2.296  6.934
C  -3.075  2.920  7.392
C  -1.342  1.233  7.958
C  -0.652  3.376  6.926
C  0.223  -1.924  1.771
O  -0.775  -2.427  0.953
C  -1.111  -3.765  1.278
C  3.439  -0.994  4.502
C  4.216  0.276  4.136
C  2.961  -0.875  5.952
C  4.368  -2.216  4.420
C  1.167  0.154  -0.968
O  0.046  0.074  -0.338
C  4.416  -0.026  -3.898
C  3.934  -1.194  -4.778
C  5.824  -0.345  -3.380
C  4.497  1.216  -4.788
H  -3.038  4.019  -0.697
H  -3.686  2.594  -1.543
H  -2.316  3.492  -2.235
H  1.226  3.338  -2.243
H  -0.227  2.345  -2.229
H  2.827  2.162  -3.166
H  3.795  -1.806  -1.921
H  2.798  -2.741  -0.144
H  1.077  -2.761  -0.561
H  3.549  -1.405  1.802
H  0.687  -0.954  4.955
H  -1.615  -2.167  4.476
H  -2.189  -1.870  2.808
H  -1.431  -0.322  5.987
H  -2.416  3.621  4.660
H  -3.126  3.993  2.429
H  -3.303  2.608  1.309
H  -0.669  4.507  3.109
H  2.241  3.931  0.018
H  2.829  6.063  0.578
H  2.976  7.103  2.003
H  1.424  6.960  1.159
H  3.604  3.955  1.883
H  2.871  3.624  3.453
H  3.901  5.053  3.246
H  0.449  6.431  3.475
H  2.087  6.499  4.134
H  1.097  5.058  4.396
H  -3.860  2.162  7.392
H  -3.381  3.720  6.718
H  -2.985  3.333  8.401
H  -2.086  0.436  8.011
H  -1.258  1.687  8.949
H  -0.376  0.795  7.704
H  -0.910  4.192  6.251
H  0.293  2.945  6.590
H  -0.507  3.792  7.929
H  -1.011  -3.957  2.350
H  -0.459  -4.466  0.741
H  -2.143  -3.921  0.978
H  3.558  1.145  4.191
H  4.611  0.217  3.122
H  5.050  0.428  4.827
H  2.363  0.027  6.094
H  3.825  -0.821  6.619
H  2.362  -1.741  6.236
H  4.806  -2.312  3.427
H  3.802  -3.127  4.626
H  5.179  -2.138  5.149
H  4.006  -2.141  -4.242
H  4.530  -1.268  -5.693
H  2.888  -1.048  -5.056
H  5.812  -1.217  -2.725
H  6.219  0.499  -2.810
H  6.500  -0.550  -4.215
H  3.519  1.461  -5.202
H  5.175  1.024  -5.624
H  4.875  2.079  -4.237
O  -1.979  2.189  -7.520
C  -2.878  2.292  -6.661
O  -3.968  2.893  -6.714
C  -2.590  1.561  -5.322
C  -1.286  1.254  -4.949
C  -1.055  0.655  -3.725
N  -2.027  0.320  -2.874
C  -3.286  0.552  -3.260
C  -3.604  1.187  -4.451
C  -4.357  0.040  -2.314
O  -5.311  -0.582  -2.813
O  -4.177  0.294  -1.086
H  -0.475  1.496  -5.624
H  -0.042  0.428  -3.408
H  -4.634  1.399  -4.702
C  -6.723  -3.689  -2.262
N  -5.390  -3.614  -1.723
C  -4.378  -4.524  -1.936
C  -3.279  -4.016  -1.308
N  -3.595  -2.815  -0.721
C  -4.861  -2.611  -0.991
H  -7.073  -4.721  -2.236
H  -6.742  -3.325  -3.291
H  -7.387  -3.065  -1.668
H  -4.529  -5.432  -2.495
H  -2.283  -4.418  -1.272
H  -5.417  -1.738  -0.698
N  -0.732  -2.765  -2.171
S  0.159  -2.423  -3.408
C  -0.899  -2.563  -4.892
C  -0.333  -2.416  -6.149
C  -1.148  -2.449  -7.268
C  -2.521  -2.599  -7.119
C  -3.077  -2.746  -5.856
C  -2.259  -2.736  -4.735
C  0.920  -4.063  -3.618
C  2.223  -4.239  -3.177
C  2.768  -5.513  -3.119
C  2.004  -6.612  -3.484
C  0.695  -6.431  -3.914
C  0.152  -5.158  -3.984
H  -0.741  -2.034  -1.445
H  0.740  -2.281  -6.246
H  -0.716  -2.331  -8.252
H  -3.161  -2.562  -7.991
H  -4.148  -2.826  -5.724
H  -2.665  -2.843  -3.735
H  2.798  -3.373  -2.870
H  3.786  -5.653  -2.775
H  2.421  -7.609  -3.418
H  0.092  -7.287  -4.191
H  -0.871  -5.011  -4.304

Mulliken population analysis, charges in e, atoms 1 to 6:
1 Sr 3.089
2 C -1.224
3 O 1.821
4 C -0.548
5 C -0.363
6 C -0.414

---

Molecular formula: C69H78N4O8SSr
Method: DFT, ωB97M-V/def2-TZVPD

Output
Energy above the lowest of the compared OMol25 structures with the same formula, charge and spin ... 0.0 kcal/mol
Net charge ... -2
Gap between HOMO and LUMO ... 5.86 eV

Geometry (Å):
Sr  -0.549  -2.211  0.555
C  -3.048  -0.126  3.053
O  -1.809  -0.149  2.360
C  -1.174  1.088  2.369
C  -0.139  1.337  3.265
C  0.490  0.278  4.152
C  1.903  0.020  3.687
C  3.006  0.653  4.243
C  4.285  0.531  3.703
C  4.411  -0.249  2.548
C  3.341  -0.893  1.954
C  3.471  -1.631  0.643
C  3.151  -0.722  -0.534
C  3.923  0.424  -0.721
C  3.635  1.368  -1.695
C  2.505  1.158  -2.481
C  1.698  0.040  -2.338
C  0.398  -0.033  -3.118
C  -0.543  1.066  -2.680
C  -0.630  2.272  -3.362
C  -1.403  3.339  -2.907
C  -2.085  3.151  -1.698
C  -2.025  1.971  -0.980
C  -2.634  1.814  0.390
C  -1.599  2.075  1.470
C  -1.000  3.321  1.523
C  0.016  3.622  2.426
C  0.426  2.613  3.280
C  0.684  4.994  2.379
C  -0.359  6.092  2.623
C  1.310  5.190  0.991
C  1.792  5.134  3.423
C  -1.262  0.875  -1.470
O  -1.226  -0.242  -0.839
C  -1.500  4.680  -3.633
C  -0.982  5.804  -2.723
C  -2.960  4.973  -4.008
C  -0.671  4.701  -4.918
C  2.070  -0.917  -1.389
O  1.317  -2.081  -1.298
C  1.924  -3.222  -1.900
C  4.442  2.654  -1.869
C  3.548  3.848  -1.503
C  5.678  2.688  -0.971
C  4.901  2.793  -3.326
C  2.050  -0.788  2.537
O  1.033  -1.370  2.011
C  5.513  1.230  4.283
C  6.105  2.192  3.242
C  5.179  2.042  5.534
C  6.580  0.193  4.664
H  -3.610  0.783  2.820
H  -2.881  -0.176  4.135
H  -3.620  -0.991  2.723
H  -0.097  -0.639  4.102
H  0.504  0.634  5.187
H  2.844  1.262  5.128
H  5.391  -0.359  2.086
H  2.811  -2.499  0.640
H  4.501  -1.989  0.540
H  4.752  0.579  -0.042
H  2.198  1.910  -3.201
H  -0.060  -1.008  -2.953
H  0.611  0.081  -4.186
H  -0.063  2.367  -4.283
H  -2.685  3.965  -1.293
H  -3.010  0.799  0.503
H  -3.467  2.517  0.506
H  -1.315  4.061  0.795
H  1.248  2.779  3.964
H  -1.156  6.053  1.880
H  0.108  7.081  2.568
H  -0.815  5.980  3.609
H  0.558  5.146  0.201
H  2.040  4.404  0.792
H  1.815  6.159  0.930
H  1.412  5.000  4.439
H  2.233  6.132  3.358
H  2.588  4.403  3.262
H  -1.564  5.868  -1.801
H  -1.040  6.774  -3.228
H  0.057  5.618  -2.444
H  -3.599  4.983  -3.124
H  -3.341  4.204  -4.684
H  -3.049  5.946  -4.503
H  0.388  4.531  -4.711
H  -0.765  5.677  -5.403
H  -1.005  3.939  -5.624
H  1.928  -3.106  -2.989
H  1.337  -4.080  -1.578
H  2.949  -3.344  -1.542
H  3.213  3.766  -0.469
H  2.659  3.888  -2.134
H  4.097  4.788  -1.618
H  5.407  2.678  0.087
H  6.243  3.605  -1.161
H  6.338  1.838  -1.160
H  4.053  2.825  -4.013
H  5.533  1.951  -3.615
H  5.475  3.716  -3.457
H  5.364  2.940  2.949
H  6.410  1.658  2.340
H  6.983  2.709  3.643
H  4.448  2.825  5.319
H  6.084  2.523  5.916
H  4.772  1.409  6.326
H  6.886  -0.395  3.798
H  6.190  -0.499  5.412
H  7.471  0.683  5.074
O  -3.997  -7.079  5.538
C  -2.921  -7.331  4.949
O  -2.247  -8.376  4.937
C  -2.363  -6.158  4.105
C  -2.947  -4.898  4.195
C  -2.493  -3.889  3.372
N  -1.538  -4.047  2.450
C  -0.913  -5.232  2.412
C  -1.298  -6.298  3.225
C  0.238  -5.412  1.397
O  0.852  -6.480  1.433
O  0.419  -4.438  0.607
H  -3.758  -4.747  4.897
H  -2.938  -2.899  3.424
H  -0.777  -7.240  3.145
C  -6.612  -4.126  1.625
N  -5.691  -3.162  1.056
C  -5.987  -1.938  0.500
C  -4.793  -1.418  0.088
N  -3.774  -2.286  0.388
C  -4.351  -3.320  0.952
H  -7.538  -3.619  1.887
H  -6.181  -4.559  2.527
H  -6.830  -4.925  0.917
H  -6.997  -1.566  0.459
H  -4.605  -0.471  -0.391
H  -3.846  -4.200  1.320
N  -1.785  -3.398  -1.558
S  -1.541  -3.565  -3.091
C  -1.952  -5.217  -3.665
C  -3.199  -5.783  -3.425
C  -3.436  -7.094  -3.792
C  -2.428  -7.839  -4.398
C  -1.185  -7.274  -4.630
C  -0.943  -5.957  -4.257
C  -2.792  -2.588  -3.947
C  -3.055  -1.364  -3.341
C  -3.909  -0.473  -3.973
C  -4.498  -0.803  -5.186
C  -4.226  -2.028  -5.782
C  -3.361  -2.924  -5.169
H  -2.744  -3.645  -1.314
H  -3.972  -5.195  -2.943
H  -4.400  -7.546  -3.598
H  -2.613  -8.870  -4.673
H  -0.395  -7.860  -5.082
H  0.032  -5.509  -4.407
H  -2.575  -1.117  -2.395
H  -4.095  0.492  -3.515
H  -5.166  -0.102  -5.672
H  -4.683  -2.286  -6.730
H  -3.137  -3.876  -5.633

Mulliken population analysis, charges in e, atoms 1 to 6:
1 Sr 1.402
2 C -0.903
3 O 0.762
4 C -0.356
5 C 0.694
6 C -1.632

---

Molecular formula: C69H82N11O9P
Method: DFT, ωB97M-V/def2-TZVPD

Output
Net charge ... -2
Gap between HOMO and LUMO ... 4.11 eV

Geometry (Å):
C  3.056  6.618  4.230
C  2.540  5.968  3.327
C  2.226  5.481  1.886
C  0.858  5.822  1.336
C  -0.123  6.676  2.236
C  -0.732  5.828  3.450
C  -0.610  6.529  4.866
N  -1.561  7.581  5.266
O  0.265  6.151  5.622
C  0.534  5.351  -0.062
C  -0.874  5.735  -0.651
C  -2.054  4.707  -0.314
C  -1.703  3.603  0.770
C  -3.084  3.090  1.445
C  -3.454  1.602  1.029
C  -4.951  1.338  1.563
C  -5.221  -0.203  1.856
C  1.559  4.567  -0.878
N  1.233  4.164  -2.234
C  0.521  2.857  -2.304
C  1.007  2.105  -3.649
C  2.911  4.239  -0.323
C  3.226  4.720  1.085
C  4.699  4.374  1.584
O  5.244  5.250  2.261
C  5.350  3.031  1.152
C  6.252  2.211  2.048
C  6.513  2.710  3.508
O  7.791  3.343  3.709
C  7.704  4.430  4.657
C  6.893  0.948  1.564
P  8.077  -0.184  2.455
C  8.335  0.242  4.261
O  7.248  -1.695  2.516
C  6.551  0.527  0.128
C  7.215  -0.799  -0.479
O  6.604  -1.872  -0.357
O  8.404  -0.742  -1.094
C  5.631  1.301  -0.780
C  5.320  0.802  -2.275
O  5.841  1.429  -3.222
O  4.535  -0.242  -2.483
C  5.023  2.570  -0.270
C  4.032  3.450  -1.140
O  4.062  3.517  -2.350
H  3.362  7.329  5.040
H  0.517  7.519  2.670
H  -0.920  7.212  1.624
H  -0.243  4.804  3.433
H  -1.840  5.681  3.215
H  -1.973  8.010  4.425
H  -2.294  7.085  5.800
H  -0.778  5.818  -1.785
H  -1.202  6.773  -0.316
H  -2.976  5.299  -0.027
H  -2.306  4.159  -1.280
H  -1.073  3.973  1.628
H  -1.204  2.707  0.273
H  -3.908  3.843  1.259
H  -2.922  3.083  2.577
H  -2.729  0.865  1.502
H  -3.391  1.514  -0.105
H  -5.056  1.903  2.551
H  -5.656  1.790  0.805
H  -4.934  -0.781  0.922
H  -4.632  -0.578  2.749
H  -6.331  -0.347  2.072
H  0.760  4.905  -2.753
H  -0.600  3.022  -2.428
H  0.765  2.277  -1.370
H  0.135  2.011  -4.378
H  1.414  1.070  -3.438
H  1.803  2.714  -4.166
H  6.300  1.863  4.246
H  5.721  3.495  3.756
H  8.653  4.383  5.296
H  7.759  5.426  4.114
H  6.837  4.347  5.372
H  8.832  1.255  4.412
H  9.088  -0.515  4.667
H  7.394  0.118  4.875
H  6.366  -1.521  2.913
N  10.963  1.094  -1.973
C  12.121  0.448  -1.649
C  13.171  1.294  -1.919
C  12.620  2.499  -2.420
C  11.254  2.344  -2.439
H  10.030  0.704  -1.881
H  12.100  -0.556  -1.257
H  14.217  1.070  -1.771
H  13.161  3.381  -2.732
H  10.467  3.016  -2.744
N  -8.644  -2.920  1.302
C  -7.861  -2.830  0.180
C  -8.638  -2.341  -0.840
C  -9.936  -2.121  -0.313
C  -9.909  -2.484  1.010
H  -8.336  -3.253  2.201
H  -6.822  -3.124  0.205
H  -8.309  -2.160  -1.852
H  -10.794  -1.739  -0.844
H  -10.678  -2.471  1.767
N  -8.373  -5.979  -0.273
C  -7.881  -6.276  -1.514
C  -8.429  -7.471  -1.912
C  -9.288  -7.907  -0.874
C  -9.236  -6.965  0.123
H  -8.137  -5.159  0.265
H  -7.184  -5.614  -2.005
H  -8.234  -7.974  -2.848
H  -9.880  -8.810  -0.859
H  -9.736  -6.912  1.077
N  -8.612  -4.599  -4.357
C  -9.729  -4.039  -4.915
C  -9.321  -3.114  -5.843
C  -7.903  -3.120  -5.849
C  -7.495  -4.048  -4.924
H  -8.612  -5.308  -3.639
H  -10.715  -4.346  -4.603
H  -9.969  -2.502  -6.451
H  -7.255  -2.513  -6.462
H  -6.508  -4.362  -4.621
N  6.892  -0.019  -8.127
C  8.033  -0.211  -7.391
C  7.706  -0.086  -6.063
C  6.316  0.185  -5.990
C  5.839  0.218  -7.276
H  6.834  -0.048  -9.129
H  8.975  -0.417  -7.876
H  8.390  -0.181  -5.233
H  5.731  0.339  -5.092
H  4.845  0.391  -7.661
N  -4.270  -0.637  6.034
C  -3.195  -1.118  6.733
C  -3.367  -2.469  6.895
C  -4.589  -2.818  6.265
C  -5.121  -1.667  5.741
H  -4.411  0.325  5.775
H  -2.405  -0.459  7.054
H  -2.689  -3.134  7.408
H  -5.029  -3.802  6.202
H  -6.030  -1.493  5.187
N  10.946  3.569  2.757
C  11.328  3.467  1.447
C  12.697  3.386  1.409
C  13.159  3.435  2.749
C  12.055  3.545  3.558
H  9.993  3.648  3.082
H  10.594  3.462  0.656
H  13.299  3.299  0.518
H  14.185  3.394  3.084
H  11.963  3.610  4.632
N  -4.631  -6.944  -0.015
C  -4.227  -7.000  -1.322
C  -2.856  -7.046  -1.341
C  -2.415  -7.022  0.006
C  -3.531  -6.962  0.801
H  -5.587  -6.898  0.296
H  -4.950  -7.001  -2.123
H  -2.239  -7.093  -2.225
H  -1.393  -7.047  0.354
H  -3.638  -6.930  1.874
N  -12.410  -8.133  -4.322
C  -11.337  -8.616  -3.624
C  -11.509  -9.968  -3.466
C  -12.731  -10.315  -4.097
C  -13.263  -9.163  -4.618
H  -12.551  -7.170  -4.577
H  -10.547  -7.958  -3.301
H  -10.831  -10.635  -2.954
H  -13.171  -11.298  -4.162
H  -14.172  -8.986  -5.172

Mulliken population analysis, charges in e, atoms 1 to 6:
1 C -0.219
2 C -1.059
3 C 0.713
4 C 0.225
5 C -1.031
6 C -0.356